1.
A molecular structure, C3H2N4O at a distorted geometry. Source: the OMol25 dataset; level of theory: the ωB97M-V functional and the def2-TZVPD basis.

Geometry as XYZ:
```
10
Properties=species:S:1:pos:R:3:nbo_charge:R:1
C -1.93041 0.60478 0.02056 -0.10
C -0.38136 -0.60848 0.02210 0.47
C -0.43049 0.78136 0.00506 0.09
H -2.49389 0.91499 0.92006 0.23
H -2.48352 0.90744 -0.88298 0.23
N 0.68966 -1.36982 -0.06808 -0.26
N 1.80128 -0.63387 0.05029 0.00
N 1.84548 0.62086 0.03015 -0.04
N 0.66358 1.46290 -0.05973 -0.19
O -1.69613 -0.88111 0.00103 -0.44
```

2S+1: 1
ΔE to the lowest compared entry with this formula, charge and spin, kJ/mol: 284.5
Highest occupied orbital energy, eV: -10.1
Gap between HOMO and LUMO, eV: 9.5

2.
2 unconnected molecules or ions with the total composition C15H27Cl2N4O3 at a distorted geometry. Source: the OMol25 dataset; level of theory: the ωB97M-V functional and the def2-TZVPD basis.

Geometry as XYZ:
```
51
Properties=species:S:1:pos:R:3:nbo_charge:R:1
C -1.79857 -3.47787 1.35427 -0.72
C -2.93993 -2.97986 0.44619 0.82
O -3.87498 -2.44324 0.93998 -0.59
O -2.79569 -3.24966 -0.87664 -0.52
C -3.18659 -2.17017 -1.72402 -0.07
C -2.01595 -1.48142 -2.49572 -0.42
C -0.57545 -1.89889 -2.07756 -0.41
C 0.38218 -0.65279 -2.21066 -0.40
C 1.35447 -0.47185 -1.01455 -0.42
C 0.66463 -0.23316 0.34812 -0.21
N 0.18289 1.17845 0.45258 -0.39
C 1.19569 2.20064 0.68064 -0.38
C 1.05062 2.73442 2.13205 0.42
O 1.48553 3.76504 2.49969 -0.47
C -1.11652 1.35067 0.34351 0.60
N -2.08398 0.42758 0.17955 -0.51
C -3.27222 0.97226 0.12302 0.28
N -3.08070 2.28349 0.25390 -0.33
N -1.77870 2.54304 0.38430 -0.18
C -1.42251 3.96264 0.50263 -0.44
H -1.47625 -4.44897 0.95033 0.24
H -2.21953 -3.62602 2.35574 0.24
H -0.98317 -2.75050 1.43401 0.22
H -3.77076 -1.39382 -1.21942 0.18
H -3.85767 -2.60183 -2.48348 0.20
H -2.13199 -1.72239 -3.56480 0.22
H -2.15575 -0.39127 -2.43660 0.19
H -0.49299 -2.28319 -1.05542 0.20
H -0.22577 -2.62240 -2.82317 0.23
H 1.03305 -0.79904 -3.08904 0.22
H -0.17968 0.27396 -2.41312 0.19
H 2.04625 -1.32203 -0.89890 0.23
H 1.99357 0.39509 -1.25125 0.22
H -0.14018 -0.93494 0.58088 0.24
H 1.40864 -0.32607 1.15911 0.20
H 2.20187 1.71814 0.65799 0.29
H 1.22994 3.00227 -0.06644 0.23
H 0.49958 2.04971 2.82833 0.11
H -4.20350 0.43799 -0.02672 0.27
H -3.78117 3.01333 0.23040 0.44
H -2.14282 4.53300 -0.10616 0.23
H -0.43539 4.21821 0.12225 0.25
H -1.55743 4.31287 1.53738 0.24
Cl 4.29056 1.35973 0.14821 -0.05
C 4.67485 0.10676 1.36522 -0.38
C 6.08465 -0.40877 1.21982 -0.40
Cl 6.29407 -1.35647 -0.27147 -0.04
H 3.94519 -0.69551 1.26673 0.22
H 4.54785 0.56764 2.34478 0.23
H 6.32151 -1.06846 2.05363 0.23
H 6.80825 0.40368 1.20991 0.23
```

2S+1: 1
Charge: +1
Highest occupied orbital energy, eV: -12.7
Gap between HOMO and LUMO, eV: 9.9

3.
2 unconnected molecules or ions with the total composition C3H5N3O at a distorted geometry. Source: the OMol25 dataset; level of theory: the ωB97M-V functional and the def2-TZVPD basis.

Geometry as XYZ:
```
12
Properties=species:S:1:pos:R:3:nbo_charge:R:1
N -0.27436 -1.62566 -0.56332 -0.35
C 0.11821 -0.58163 -0.86885 0.27
C 0.59018 0.73175 -1.35891 -0.16
O 1.15749 0.62490 -2.63938 -0.68
H -0.25482 1.43350 -1.31880 0.21
H 1.36236 1.10989 -0.68556 0.24
H 0.51010 0.21398 -3.22703 0.47
N -0.47789 -1.56015 2.50002 -0.71
C -0.48366 -0.38036 2.19048 0.67
N -0.33465 0.81105 1.91376 -0.77
H -0.85262 -2.21994 1.82547 0.42
H -1.06033 1.44266 2.23212 0.40
```

2S+1: 1
SMILES string: N#CCO.N=C=N
ΔE to the lowest compared entry with this formula, charge and spin, kJ/mol: 203.1
Highest occupied orbital energy, eV: -10.5
Gap between HOMO and LUMO, eV: 11.1

4.
5 unconnected molecules or ions with the total composition C52H56ClO22P at a distorted geometry. Source: the OMol25 dataset; level of theory: the ωB97M-V functional and the def2-TZVPD basis.

Geometry as XYZ:
```
132
Properties=species:S:1:pos:R:3:mulliken_charge:R:1
C -0.40699 1.38314 4.71040 -0.43
C -0.99989 -0.05923 4.76499 -0.91
C -1.45569 -0.52805 3.36741 -0.35
C -2.79500 0.11862 2.92751 -0.84
C -2.89868 0.28716 1.38395 0.42
C -2.80992 1.77151 0.97882 -0.81
C -2.60119 1.93276 -0.56189 -1.34
C -1.15052 1.57982 -0.82527 0.03
C -0.74875 0.51704 -1.52275 0.79
P -1.92338 -0.71036 -2.28758 -0.08
C -1.76762 -2.15509 -1.09969 -0.86
O -1.31058 -1.30496 -3.70952 -0.38
C 0.73850 0.23684 -1.69003 -0.69
O 1.19539 -0.18785 -2.72760 -0.65
C 1.58108 0.57590 -0.45903 1.07
C 2.66210 -0.18240 -0.05576 0.85
C 3.11148 -1.40795 -0.84513 -1.29
O 4.51556 -1.68359 -0.78788 -0.39
C 5.28193 -0.64576 -1.22720 0.90
C 6.55533 -0.37886 -0.42396 -0.97
O 5.03453 0.02688 -2.20055 -0.56
C 3.30403 0.24056 1.11523 0.43
O 4.36016 -0.46728 1.62629 -0.42
C 4.02187 -1.21510 2.80269 -0.75
C 2.86015 -2.22721 2.63803 0.36
C 3.26158 -3.71054 2.88418 -0.54
C 1.96552 -4.49280 3.28765 -1.05
C 2.89745 1.35878 1.79968 -1.09
C 1.81953 2.12394 1.39670 1.26
C 1.40479 3.32369 2.22162 -2.04
C 2.31664 4.58384 2.04931 0.30
C 3.05901 4.53924 0.69766 -1.29
Cl 3.54970 4.52485 3.38589 -0.26
C 1.16276 1.70008 0.25093 0.91
C -0.06167 2.45667 -0.23173 -0.84
O -0.15321 3.66706 -0.17753 -0.62
H 0.54982 1.43897 5.23807 0.51
H -0.22942 1.59615 3.64801 -0.39
H -1.12033 2.11498 5.10116 0.26
H -0.19956 -0.71013 5.14411 0.42
H -1.81110 -0.12348 5.49945 0.20
H -0.63807 -0.37660 2.64808 0.07
H -1.61739 -1.61418 3.46318 0.52
H -2.85426 1.09267 3.43675 0.41
H -3.59623 -0.53413 3.29222 0.44
H -2.09677 -0.31330 0.94345 -0.59
H -3.88546 -0.07977 1.06613 0.42
H -3.68223 2.32443 1.34597 0.51
H -1.94158 2.19220 1.51660 0.23
H -3.28946 1.23267 -1.03789 0.39
H -2.74666 2.97928 -0.85052 0.46
H -0.77809 -2.05469 -0.61791 0.18
H -1.74402 -3.11182 -1.62389 0.34
H -2.51239 -2.09537 -0.30488 0.26
H -1.28928 -2.27087 -3.63762 0.24
H 2.81790 -1.36917 -1.89543 0.66
H 2.58774 -2.27481 -0.41700 0.44
H 7.44090 -0.36913 -1.06011 0.40
H 6.61844 -1.13612 0.36467 0.25
H 6.43793 0.59172 0.06936 0.20
H 3.72887 -0.48868 3.57622 0.24
H 4.90239 -1.75183 3.16929 0.45
H 2.35757 -2.18457 1.66974 -0.07
H 2.11816 -1.98042 3.41159 0.03
H 4.05370 -3.82002 3.62817 0.45
H 3.54529 -4.12391 1.90807 0.21
H 1.09933 -3.83629 3.12390 0.23
H 1.79202 -5.36237 2.64580 0.34
H 1.96764 -4.76181 4.34892 0.29
H 3.43201 1.62204 2.71098 0.64
H 0.36007 3.60078 2.06133 0.29
H 1.48334 3.01249 3.26998 0.66
H 1.71186 5.48959 2.11110 0.57
H 3.52232 5.52114 0.52305 0.52
H 2.36615 4.30961 -0.11748 0.17
H 3.87919 3.81942 0.76818 0.26
O -8.15446 -0.04868 7.58594 -0.62
C -6.98671 0.27969 7.50074 0.84
C -6.22974 0.83263 8.61515 -0.98
C -4.95021 1.18895 8.44803 0.25
O -4.21893 1.69678 9.43955 -0.58
C -4.25687 1.03824 7.12624 1.00
O -3.09712 1.39754 7.03293 -0.59
C -5.00578 0.46445 6.01921 -0.67
C -6.28446 0.10478 6.18661 0.30
O -7.00752 -0.42623 5.20157 -0.57
H -6.74037 0.93848 9.56184 0.43
H -3.33752 1.86954 9.05775 0.36
H -4.49089 0.34561 5.07744 0.50
H -7.89127 -0.59241 5.58153 0.36
O 4.91592 6.62203 -0.34111 -0.64
C 4.85192 7.39423 -1.28115 1.05
C 5.25527 7.03755 -2.63236 -1.04
C 5.17390 7.93984 -3.61847 0.42
O 5.52973 7.65764 -4.87026 -0.56
C 4.67441 9.33281 -3.37189 0.94
O 4.64039 10.11378 -4.30345 -0.61
C 4.24879 9.68153 -2.02335 -0.92
C 4.32737 8.77815 -1.03908 0.34
O 3.94765 9.05260 0.20940 -0.58
H 5.61512 6.03159 -2.79715 0.46
H 5.37637 8.47550 -5.38039 0.35
H 3.87474 10.68246 -1.86084 0.42
H 4.10838 8.23770 0.72170 0.35
O -2.34888 -4.29992 -3.48253 -0.56
C -3.42053 -4.87407 -3.60246 1.05
C -4.69008 -4.25086 -3.27960 -1.10
C -5.83074 -4.94048 -3.41807 0.40
O -7.01680 -4.41147 -3.13714 -0.57
C -5.83776 -6.36199 -3.90151 0.85
O -6.90219 -6.94162 -3.98908 -0.61
C -4.56322 -6.97600 -4.24661 -0.81
C -3.42594 -6.28469 -4.11104 0.30
O -2.23731 -6.80663 -4.41696 -0.62
H -4.67099 -3.22696 -2.93092 0.55
H -7.67094 -5.11330 -3.31961 0.35
H -4.58102 -7.99358 -4.61000 0.44
H -1.58177 -6.10964 -4.22975 0.35
O -2.59620 -5.13821 -7.72602 -0.65
C -1.45324 -4.72042 -7.78252 0.95
C -0.78706 -4.07669 -6.66331 -0.83
C 0.46686 -3.62281 -6.79061 0.26
O 1.10881 -3.03140 -5.78825 -0.45
C 1.22238 -3.75695 -8.08084 0.86
O 2.35102 -3.31127 -8.14545 -0.62
C 0.56222 -4.42369 -9.19654 -1.01
C -0.68974 -4.87896 -9.06366 0.40
O -1.33125 -5.49639 -10.05618 -0.57
H -1.34297 -3.98393 -5.74152 0.55
H 1.99037 -2.79455 -6.13476 0.36
H 1.12127 -4.53041 -10.11539 0.42
H -2.21272 -5.72045 -9.70266 0.36
```

2S+1: 1
SMILES string: CCCCCCCC1=C(P(C)O)C(=O)c2c(COC(C)=O)c(OCCCC)cc(C[C@H](C)Cl)c2C1=O.O=C1C=C(O)C(=O)C=C1O.O=C1C=C(O)C(=O)C=C1O.O=C1C=C(O)C(=O)C=C1O.O=C1C=C(O)C(=O)C=C1O
ΔE to the lowest compared entry with this formula, charge and spin, kJ/mol: 0.0
Highest occupied orbital energy, eV: -8.1
Gap between HOMO and LUMO, eV: 6.2

5.
A single C16H32O molecule. Source: the OMol25 dataset; level of theory: the ωB97M-V functional and the def2-TZVPD basis.

Geometry as XYZ:
```
49
Properties=species:S:1:pos:R:3:nbo_charge:R:1
C -2.68850 -3.00101 -0.41323 -0.61
C -3.45354 -2.40154 0.76092 -0.38
C -3.25864 -0.89079 0.89697 -0.40
C -3.92470 -0.09943 -0.22768 -0.40
C -3.96845 1.40727 0.03595 -0.38
C -2.59911 2.06888 0.19982 -0.40
C -1.73178 1.96764 -1.05267 -0.39
C -0.42721 2.75812 -0.94611 -0.39
C 0.51581 2.20355 0.12067 -0.40
C 1.90668 2.83239 0.03789 -0.40
C 2.89591 2.25858 1.06155 -0.39
C 3.78232 1.13392 0.52106 -0.38
C 3.00392 -0.09291 0.05450 -0.41
C 3.91982 -1.26754 -0.28483 -0.38
C 3.11322 -2.44199 -0.84622 -0.51
C 2.10820 -2.92805 0.15418 0.45
O 0.93695 -3.08165 -0.04870 -0.52
H -2.84296 -4.07722 -0.45145 0.21
H -3.02735 -2.57809 -1.35563 0.20
H -1.62194 -2.81600 -0.31030 0.22
H -4.51959 -2.61837 0.65219 0.19
H -3.11236 -2.88159 1.68144 0.20
H -2.18847 -0.67874 0.91770 0.19
H -3.68364 -0.56623 1.85088 0.20
H -3.40947 -0.28850 -1.16932 0.20
H -4.95357 -0.45203 -0.34168 0.20
H -4.49620 1.88949 -0.79150 0.20
H -4.54963 1.58706 0.94453 0.20
H -2.08151 1.61664 1.04548 0.20
H -2.75394 3.12546 0.43532 0.20
H -1.49005 0.92147 -1.24772 0.20
H -2.30225 2.34272 -1.90652 0.20
H -0.64842 3.80628 -0.73078 0.19
H 0.07892 2.72213 -1.91473 0.20
H 0.10302 2.39862 1.11205 0.20
H 0.58540 1.12258 -0.00156 0.20
H 1.80148 3.90727 0.20314 0.20
H 2.30992 2.70067 -0.96862 0.19
H 2.34353 1.89411 1.93031 0.19
H 3.55526 3.05752 1.40842 0.21
H 4.47512 0.83327 1.31182 0.20
H 4.38060 1.51598 -0.30984 0.19
H 2.30859 -0.40105 0.83945 0.20
H 2.42063 0.16093 -0.83149 0.20
H 4.45639 -1.58743 0.61153 0.20
H 4.66058 -0.95558 -1.02379 0.21
H 2.60048 -2.15437 -1.76567 0.22
H 3.78590 -3.27550 -1.06649 0.23
H 2.54797 -3.14686 1.14876 0.10
```

2S+1: 1
SMILES string: CCCCCCCCCCCCCCCC=O
ΔE to the lowest compared entry with this formula, charge and spin, kJ/mol: 10.0
Highest occupied orbital energy, eV: -9.9
Gap between HOMO and LUMO, eV: 10.9

6.
2 unconnected molecules or ions with the total composition C12H10ClNO at a distorted geometry. Source: the OMol25 dataset; level of theory: the ωB97M-V functional and the def2-TZVPD basis.

Geometry as XYZ:
```
25
Properties=species:S:1:pos:R:3:nbo_charge:R:1
C 2.35789 0.35836 -2.71704 -0.14
C 1.89713 1.15315 -1.67637 -0.23
C 1.88726 -0.93988 -2.85422 -0.23
C -2.68820 0.07537 2.76671 -0.26
C 0.96657 0.66735 -0.78387 -0.10
C 0.96032 -1.43977 -1.96672 -0.15
C -1.81114 -0.74324 2.08579 -0.09
C -3.07181 1.27485 2.17943 0.08
C -1.85828 0.85294 0.30595 0.09
C 0.47133 -0.64292 -0.91654 -0.10
C -1.34311 -0.35595 0.82138 -0.20
C -0.44668 -1.16284 0.04674 0.25
N -2.67503 1.63442 0.96896 -0.42
O 1.59225 -0.66985 1.83086 -1.05
Cl -0.57582 -2.84115 0.23624 0.13
H 3.09194 0.74407 -3.40917 0.22
H 2.28531 2.15295 -1.55278 0.22
H 2.25003 -1.56482 -3.65732 0.22
H -3.05080 -0.19346 3.74643 0.23
H 0.67596 1.26014 0.06734 0.25
H 0.58377 -2.44289 -2.08627 0.22
H -1.44391 -1.65433 2.53362 0.24
H -3.72187 1.97443 2.68600 0.20
H -1.61075 1.16379 -0.69830 0.20
H 1.35265 -0.81870 2.74758 0.41
```

2S+1: 1
ΔE to the lowest compared entry with this formula, charge and spin, kJ/mol: 145.2
Highest occupied orbital energy (spin up / spin down), eV: -7.6 / -7.5
Gap between HOMO and LUMO (spin up / spin down), eV: 5.4 / 5.3